A structure of composition C7H19NO3P in a non-equilibrium geometry, computed with wB97M-V/def2-TZVPD.

Structure (XYZ):
```
31
C7H19NO3P | the Open Molecules 2025 dataset | wB97M-V/def2-TZVPD
C -2.0903 -2.8349 0.6848
C -3.1219 1.4787 0.1929
C 2.1556 0.1562 1.4267
C 2.7459 -0.4026 -0.8458
C 2.1767 1.8663 -0.5910
C -0.7662 -2.5123 0.1372
C -1.8092 2.0348 -0.4051
N 1.9511 0.5064 -0.0730
O -0.5245 -0.2481 -1.9320
O -0.2061 -1.1769 0.5270
O -0.6820 1.2622 0.0935
P -0.2354 -0.0103 -0.5366
H -2.4097 -3.6615 0.0512
H -2.0386 -3.1569 1.7655
H -2.8327 -2.0360 0.7437
H -2.9237 0.9738 1.1666
H -3.7475 2.3303 0.4152
H -3.6963 0.9048 -0.6400
H 1.5210 -0.5791 1.7031
H 3.1940 -0.2208 1.5008
H 2.0516 1.0060 2.0921
H 2.4292 -0.4052 -1.9037
H 3.7578 -0.0300 -0.7786
H 2.6461 -1.3643 -0.3684
H 1.4472 2.6838 -0.2168
H 3.2089 2.0881 -0.3295
H 2.0984 1.9278 -1.6018
H -0.9170 -2.5623 -0.9524
H 0.0305 -3.1975 0.2781
H -1.6958 3.1789 -0.1253
H -1.7170 2.0006 -1.4785
```

Values from the calculation:
Energy above the lowest of the compared OMol25 structures with the same formula, charge and spin ... 0.542 eV
Molecular weight ... 196.21 g mol⁻¹
Total energy ... -899.699400 hartree
Frontier orbital gap ... 0.426 hartree
Net charge ... +1